No. 1
Density functional theory data (ωB97M-V with the def2-TZVPD basis set) for 9 unconnected molecules or ions with the total composition C33H83NO9 in a non-equilibrium geometry.

The value obtained for the LUMO energy is 0.35 eV. As for the gap between HOMO and LUMO: 8.789 eV. As for the HOMO energy: -8.436 eV. The value obtained for the energy above the lowest of the compared OMol25 structures with the same formula, charge and spin is 19.9 kcal per mole.

Each line ends with the Mulliken charge.
Atoms and positions in Å:
C1 0.9427 3.8759 -3.6442  0.59
O1 -3.9152 3.1624 2.1610  -0.68
H1 -1.7469 -3.2583 2.0407  -0.31
C2 -1.3049 -4.2242 2.2905  1.13
C3 0.7453 -7.4844 -2.6282  -1.51
H2 3.6316 -0.5091 3.0103  0.47
C4 -0.5500 3.8857 -3.9161  -1.02
H3 -4.9858 5.4673 1.8342  0.39
H4 -3.4056 2.3412 2.2929  0.40
C5 -0.9727 -0.8004 3.5191  -0.91
H5 5.8406 -1.4619 -1.9245  0.28
H6 -1.1227 4.3990 -3.1250  0.08
H7 -2.2846 4.2042 -1.1719  -0.53
H8 -0.9016 -5.2837 -2.3920  0.36
H9 3.0317 -2.8211 2.0215  0.00
H10 1.4434 -8.1878 -2.1797  0.38
H11 5.6016 -1.4548 -3.7626  0.41
H12 2.9227 1.2663 0.6022  0.08
N1 -3.6677 3.3503 0.7898  0.84
C6 1.0682 -6.0909 -2.0891  1.50
H13 0.1018 -3.5313 3.9033  0.37
C7 3.9502 -0.7264 -2.5817  0.58
H14 0.6829 -3.3333 2.2322  -0.20
H15 2.5210 0.0877 4.1998  0.45
H16 2.3440 2.2161 2.8661  0.20
C8 -4.8421 2.7142 -0.0359  1.72
C9 -4.4185 5.7707 0.9704  -2.05
C10 2.7957 0.1313 3.1586  -0.95
H17 -5.0760 6.0745 0.1724  0.34
C11 5.1346 -1.6099 -2.7722  -1.58
C12 -0.3864 -1.1014 0.0321  -0.24
H18 1.1922 4.9213 -3.3495  0.22
H19 5.0262 1.0929 -3.2385  0.46
H20 2.0610 -0.3487 2.5322  -0.19
H21 -1.2336 4.4804 1.0779  0.06
H22 -0.2826 -7.7896 -2.3692  0.35
C13 3.7118 -3.9868 0.2437  0.73
H23 -0.4615 2.2528 -0.6665  -0.19
H24 0.4661 -1.0317 0.7116  -0.44
H25 3.2384 -0.8556 -3.4297  0.34
H26 0.9539 0.9614 -2.0322  0.11
H27 -0.2181 -0.7561 2.7281  -0.17
H28 4.3945 -2.1300 1.0832  0.12
H29 0.1540 -5.1104 -3.7883  0.41
H30 4.3297 2.8994 3.6009  0.37
H31 -0.0102 1.3769 4.6020  0.48
H32 0.4252 -4.1001 -2.3571  -0.05
C14 -0.3953 1.4771 0.0478  0.94
C15 -4.9121 1.2262 0.2116  -1.73
O2 1.3029 3.0025 -2.6065  -0.37
H33 -0.4791 -1.0966 4.4167  0.63
C16 3.7224 1.5545 1.2955  -1.15
H34 1.0037 -6.0134 -0.9816  -0.35
H35 0.8270 -7.4902 -3.7430  0.33
O3 -2.1425 -4.9011 3.1391  -0.63
H36 -2.1776 5.0348 2.3885  0.49
H37 4.6769 -4.0119 -0.3093  0.24
H38 -0.2004 1.7667 2.8450  -0.32
O4 3.2934 -1.0869 -1.4122  -0.34
H39 -5.1191 5.0252 -1.8553  0.32
H40 4.0622 2.5780 1.0477  0.44
O5 0.7249 0.0838 -1.7078  -0.50
C17 3.9297 -3.0700 1.4618  -1.05
H41 -3.9304 6.6795 1.3311  0.47
H42 2.3026 -5.5337 1.0015  0.01
H43 3.0770 -2.7563 -1.0799  0.10
H44 -1.3195 0.2361 -1.4425  -0.06
H45 -3.8959 0.8327 0.0022  0.03
H46 -6.3619 2.9697 1.4455  0.37
C18 3.1779 1.5246 2.7957  0.54
C19 3.3790 -5.4440 0.7677  -1.27
C20 -3.1154 4.8969 -0.9737  -0.56
H47 -6.9551 2.6968 -0.2096  0.44
H48 -5.2791 2.5576 -2.1283  0.49
C21 1.6963 3.5252 -4.9085  -1.56
H49 3.5417 1.3648 -2.3792  0.01
H50 2.3927 -0.6937 -1.4113  0.11
H51 3.8935 -5.5317 1.7202  0.48
H52 -1.0139 2.8981 -4.0728  0.26
C22 -4.4733 2.9655 -1.5169  -1.38
C23 -4.2186 4.3825 -1.8666  -0.57
H53 4.6190 0.9487 1.1411  0.34
C24 -3.3776 4.7504 0.5598  1.83
C25 -6.1998 3.2137 0.3881  -1.77
H54 -3.6225 2.3997 -1.8190  0.25
H55 -1.9592 -4.5798 4.0302  0.39
H56 -2.3321 0.5072 4.6331  0.33
H57 -2.2245 -5.2298 0.7309  0.48
H58 -3.2053 0.0262 2.6021  0.23
O6 2.3901 -5.6769 -2.4110  -0.64
H59 -1.1691 2.6006 4.1156  0.47
H60 4.8672 -2.6697 -2.7479  0.33
H61 -2.8897 5.9283 -1.2056  0.51
H62 0.6251 -4.9313 2.9234  0.54
H63 -3.8512 4.4809 -2.8875  0.48
H64 -6.3616 4.2935 0.3648  0.29
O7 4.1949 1.9311 3.6655  -0.60
H65 -1.2625 -1.2085 0.6767  0.38
H66 -0.6867 -5.9736 1.2255  0.36
C26 -1.6988 0.5163 3.7053  0.12
O8 2.7428 -3.5141 -0.5776  0.25
H67 -5.5340 0.7537 -0.5336  0.52
H68 -0.6681 4.4373 -4.8560  0.49
H69 -1.6313 -1.6422 3.3519  0.34
H70 -1.7819 6.1656 1.0987  0.50
H71 1.3829 4.2127 -5.7196  0.41
H72 2.4858 -4.8657 -1.8951  0.31
H73 -0.2937 -1.9783 -0.6172  0.09
O9 -2.5536 0.7360 2.6030  -0.34
H74 1.0453 3.3222 -1.7313  0.13
H75 3.6770 -6.2375 0.0627  0.33
C27 0.1101 -5.0695 -2.7058  -1.07
C28 -0.6985 1.6566 3.8183  -0.85
C29 -1.2072 -5.0282 1.0294  -1.30
C30 -2.0676 5.1327 1.3226  -1.93
H76 0.4853 1.6068 0.7112  -0.44
H77 1.5938 2.4800 -5.2086  0.33
H78 2.7633 3.6889 -4.8211  0.39
C31 -0.4181 0.1769 -0.7947  0.34
H79 -5.2148 0.9895 1.2039  0.44
H80 4.5958 -3.5027 2.2149  0.51
H81 -0.7107 -4.4935 0.1901  0.06
C32 0.0803 -3.9866 2.8810  -0.82
H82 4.9203 0.8369 -1.4545  0.09
C33 4.4145 0.7354 -2.4453  -0.85
H83 -1.3120 1.4667 0.6468  -0.31

---

No. 2
Density functional theory data (ωB97M-V with the def2-TZVPD basis set) for a molecular structure, C5H7NO2 in a non-equilibrium geometry.

The value obtained for the LUMO energy is 0.48 eV. As for the gap between HOMO and LUMO: 9.070 eV. As for the HOMO energy: -8.590 eV. The value obtained for the energy above the lowest of the compared OMol25 structures with the same formula, charge and spin is 126.3 kcal per mole.

Each line ends with the Mulliken charge.
Atoms and positions in Å:
C1 -0.3770 0.0462 1.6784  -0.24
O1 -0.5512 -1.3038 1.0450  -0.37
N1 0.3602 0.7067 -0.5586  -0.15
C2 0.0994 1.0784 0.5938  0.29
C3 0.0188 -0.6446 -1.0557  0.52
C4 -0.3309 -1.4638 -0.1588  -0.12
H1 -1.4915 0.3744 1.8605  0.24
O2 -0.0364 2.2446 1.1136  -0.67
H2 -0.1389 -2.5685 -0.3846  0.23
H3 0.3672 1.1607 -1.5308  0.37
H4 1.6429 0.3390 -2.4735  0.21
H5 0.3583 0.1648 2.6388  0.27
H6 -0.1749 -0.2528 -3.0012  0.34
C5 0.6659 -0.6557 -2.3588  -1.20
H7 1.1588 -1.8540 -2.6603  0.27

---

No. 3
Density functional theory data (ωB97M-V with the def2-TZVPD basis set) for C4H7N in the gas phase in a non-equilibrium geometry.

The value obtained for the LUMO energy is 1.17 eV. As for the gap between HOMO and LUMO: 10.825 eV. As for the HOMO energy: -9.653 eV. The value obtained for the energy above the lowest of the compared OMol25 structures with the same formula, charge and spin is 42.2 kcal per mole.

Each line ends with the Mulliken charge.
Atoms and positions in Å:
H1 -1.1068 -1.7382 -0.0292  0.29
C1 -1.8121 0.2959 -0.1241  -0.66
N1 1.5851 -0.6428 -0.4115  -0.57
C2 0.5040 -0.4075 0.5278  0.07
H2 0.7270 -0.8147 1.5466  0.29
C3 -0.8799 -0.6442 0.0914  -0.34
H3 -2.8118 0.0413 -0.4680  0.27
H4 -1.5737 1.3356 0.1039  0.27
H5 2.1250 1.1366 0.6872  0.24
C4 1.3056 0.7423 0.0504  -0.40
H6 1.1340 -0.7505 -1.3318  0.29
H7 0.8037 1.4461 -0.6427  0.26

---

No. 4
Density functional theory data (ωB97M-V with the def2-TZVPD basis set) for 3 unconnected molecules or ions with the total composition C10H7BrClNO3 in a non-equilibrium geometry.

The value obtained for the LUMO energy is -0.48 eV. As for the gap between HOMO and LUMO: 7.906 eV. As for the HOMO energy: -8.389 eV. The value obtained for the energy above the lowest of the compared OMol25 structures with the same formula, charge and spin is 0.0 kcal per mole.

Each line ends with the Mulliken charge.
Atoms and positions in Å:
C1 -3.0154 2.9907 1.3544  -0.66
H1 1.2645 -3.1811 -1.5683  0.27
H2 -0.2736 -1.1221 -0.7100  0.49
H3 -3.5637 3.6576 0.6069  0.24
C2 2.9470 -2.0606 -1.1741  0.28
H4 -3.5268 2.9670 2.3707  0.31
O1 0.6051 2.7322 2.2117  -0.50
H5 -2.0860 3.5107 1.7258  0.24
Cl1 3.9592 -3.2987 -1.9088  -0.20
C3 -3.6121 -1.9756 -2.2963  0.72
C4 3.5644 -1.0657 -0.4306  -0.51
C5 2.7870 -0.1455 0.2727  -0.52
C6 0.7838 -1.1273 -0.6212  -0.61
N1 0.6756 0.8168 0.8434  -0.16
O2 -3.1888 -1.4736 -3.2498  -0.38
C7 -2.5833 1.7558 0.8512  -0.08
C8 0.7224 1.7878 1.5275  0.67
H6 3.2394 0.6336 0.7768  0.41
H7 4.6063 -0.9006 -0.2676  0.37
Br1 -2.2536 0.3346 2.0073  -0.07
C9 1.4141 -0.2076 0.2100  0.34
O3 -4.0287 -2.4711 -1.3703  -0.33
C10 1.5630 -2.1574 -1.1615  -0.31